This record from the Open Molecules 2025 dataset describes C71H81BKN10O6P as an isolated structure at a distorted geometry. The level of theory is ωB97M-V/def2-TZVPD.

The geometry in XYZ format:
```
171
Properties=species:S:1:pos:R:3:forces:R:3:mulliken_charge:R:1
K -0.080 0.289 0.812 -0.9 -1.6 -0.8 0.4117
C -0.101 -5.106 -4.747 0.1 0.1 0.1 -1.4760
C -0.316 -3.654 -4.474 -0.1 0.0 -0.4 0.6139
C -0.810 -2.733 -5.372 0.1 -0.2 0.1 -1.1131
C -0.943 -1.546 -4.637 0.1 -0.3 0.1 -0.4290
N -0.531 -1.747 -3.390 -0.2 1.0 0.4 0.3863
N -0.142 -3.023 -3.286 0.1 -0.6 -0.4 0.4086
B 0.505 -3.749 -2.071 -0.3 0.5 0.2 -0.8025
N 1.770 -3.058 -1.470 0.3 -0.3 -0.5 0.7672
N 1.871 -2.326 -0.349 -0.5 0.7 1.0 0.7695
C 3.160 -2.178 -0.070 0.0 -0.1 -0.3 -0.4358
C 3.927 -2.833 -1.047 -0.2 -0.1 -0.3 -1.2393
C 3.008 -3.376 -1.917 0.6 0.0 0.1 0.0409
C 3.322 -4.185 -3.129 -0.2 0.0 0.1 -1.3806
C 3.766 -1.499 1.135 0.1 0.1 0.2 3.6532
C 4.507 -2.568 1.953 -0.1 0.1 -0.1 -2.1215
C 2.745 -0.809 2.025 0.0 -0.2 -0.2 -0.1726
C 4.797 -0.459 0.679 -0.1 -0.2 0.1 -1.7791
N -0.507 -4.234 -1.010 0.5 -0.6 0.0 0.4161
N -1.572 -3.595 -0.502 -0.7 0.9 0.1 0.1612
C -2.215 -4.451 0.281 0.2 -0.2 -0.1 -0.3588
C -1.547 -5.687 0.285 0.3 0.1 -0.3 -0.9159
C -0.461 -5.505 -0.541 -0.3 -0.3 0.3 0.2059
C 0.610 -6.504 -0.821 0.0 0.1 -0.1 -1.4831
C -3.440 -4.197 1.122 -0.3 0.1 0.1 3.3961
C -3.918 -2.751 1.091 0.2 -0.3 -0.1 -1.3733
C -4.578 -5.117 0.650 0.2 0.1 0.1 -2.2231
C -3.064 -4.548 2.568 0.0 0.0 -0.1 -1.6312
C -1.511 -0.252 -5.170 -0.1 0.3 0.0 2.9768
C -2.279 0.474 -4.070 0.1 -0.2 -0.1 -1.2571
C -2.467 -0.549 -6.333 0.2 0.0 0.2 -2.4434
C -0.388 0.675 -5.648 -0.1 -0.1 0.0 -0.3759
H -0.428 -5.320 -5.765 0.0 0.0 0.0 0.3973
H -0.682 -5.713 -4.053 0.0 -0.1 0.0 0.1344
H 0.947 -5.389 -4.650 0.0 -0.1 0.0 0.0950
H -1.036 -2.916 -6.407 -0.1 -0.1 -0.1 0.3874
H 0.934 -4.752 -2.539 0.1 -0.2 -0.1 -0.4623
H 4.995 -2.932 -1.113 0.2 0.0 0.0 0.4622
H 4.400 -4.188 -3.287 0.0 0.1 0.0 0.4606
H 2.830 -3.775 -4.008 0.0 0.0 -0.2 0.2224
H 2.992 -5.217 -3.002 0.0 -0.1 -0.1 0.0837
H 3.846 -3.399 2.180 0.0 0.0 0.0 0.2028
H 4.866 -2.147 2.891 0.1 0.1 0.1 0.4607
H 5.360 -2.948 1.393 0.1 -0.1 -0.1 0.4381
H 2.001 -1.511 2.376 -0.1 -0.1 0.1 -0.3693
H 2.240 -0.022 1.480 0.1 0.2 -0.1 -1.3836
H 3.235 -0.359 2.889 0.0 0.1 0.1 0.8780
H 5.469 -0.880 -0.065 0.1 0.0 -0.1 0.2951
H 5.387 -0.116 1.529 0.1 0.0 0.1 0.5033
H 4.294 0.399 0.251 -0.1 0.2 -0.1 -0.0088
H -1.792 -6.580 0.829 0.0 -0.1 0.1 0.4945
H 0.497 -7.345 -0.137 0.0 0.0 0.0 0.4515
H 1.592 -6.058 -0.680 0.2 -0.1 0.0 0.1738
H 0.552 -6.882 -1.843 0.1 0.0 -0.1 0.1807
H -4.260 -2.480 0.099 -0.1 0.1 -0.1 0.2144
H -3.109 -2.088 1.378 0.1 0.2 0.0 -0.4295
H -4.739 -2.619 1.798 0.0 0.0 0.1 0.5789
H -4.876 -4.862 -0.364 0.0 0.0 -0.2 0.3834
H -5.447 -5.015 1.301 -0.1 0.0 0.1 0.4818
H -4.259 -6.157 0.661 0.0 -0.2 0.0 0.3467
H -2.195 -3.964 2.858 0.1 0.1 0.1 -0.1160
H -2.827 -5.606 2.660 0.1 -0.2 0.1 0.3795
H -3.882 -4.314 3.246 -0.2 0.0 0.1 0.5369
H -3.121 -0.132 -3.754 -0.1 -0.1 0.2 0.7624
H -2.651 1.437 -4.425 0.0 0.1 -0.1 0.5318
H -1.619 0.630 -3.222 0.0 0.0 0.2 -0.5081
H -3.200 -1.294 -6.034 -0.1 -0.1 0.0 0.4537
H -1.929 -0.924 -7.201 0.1 -0.1 -0.2 0.4001
H -2.997 0.356 -6.627 0.0 0.1 0.0 0.4491
H 0.111 1.047 -4.762 0.1 0.1 0.1 -1.2203
H -0.794 1.524 -6.198 -0.1 0.1 -0.1 0.4424
H 0.325 0.155 -6.287 0.1 -0.1 -0.1 0.4091
C -4.206 0.858 3.378 -0.2 0.1 -0.3 -0.6710
C -3.999 0.276 4.617 -0.4 0.1 0.3 -1.4528
C -2.869 -0.486 4.843 0.4 -0.2 0.1 -0.1497
C -1.926 -0.663 3.827 -1.2 0.6 0.2 -0.3514
C -2.162 -0.135 2.562 1.0 -0.3 -1.4 1.5948
C -3.303 0.614 2.351 -0.4 0.0 0.7 -0.5759
C -0.733 -1.465 4.090 0.0 -0.2 -0.2 0.1494
C -0.003 -1.318 5.299 0.4 -0.2 0.2 -0.6077
C 1.056 -2.138 5.542 -0.2 0.0 0.0 -1.8262
C 1.393 -3.134 4.599 -0.2 0.0 -0.4 1.9611
C 2.432 -4.061 4.783 0.2 -0.2 0.0 -0.8911
C 2.699 -5.004 3.826 0.1 -0.1 0.3 -0.7919
C 1.943 -5.047 2.642 -0.2 0.0 -0.1 -0.4303
C 0.938 -4.146 2.423 0.2 -0.1 0.0 0.9978
C 0.631 -3.176 3.401 0.4 -0.3 0.6 -1.9405
N -0.401 -2.348 3.179 -0.3 0.2 -0.3 1.2141
H -5.082 1.478 3.214 -0.2 0.1 0.0 0.3636
H -4.734 0.399 5.405 0.0 0.0 0.1 0.2731
H -2.740 -0.986 5.795 0.0 0.0 0.3 0.4291
H -3.509 1.005 1.357 -0.1 0.1 0.0 0.0429
H -0.278 -0.537 5.989 -0.1 0.1 0.1 0.5704
H 1.653 -2.057 6.443 0.0 0.1 0.1 0.3302
H 3.008 -4.019 5.700 0.1 0.0 0.0 0.3407
H 3.508 -5.711 3.966 0.0 0.0 0.0 0.3131
H 2.167 -5.801 1.900 0.0 0.0 -0.1 0.3688
H 0.365 -4.133 1.514 -0.1 0.0 -0.2 0.3140
O -3.075 -0.935 -1.169 -0.5 0.3 -0.4 -0.4992
N -3.123 0.423 -1.051 0.3 -0.3 -0.2 1.5307
C -4.198 0.939 -1.496 0.0 -1.5 -0.1 -1.5317
C -4.443 2.360 -1.557 0.2 0.8 0.1 0.5219
C -5.587 2.790 -2.244 0.0 -0.1 0.0 -0.9299
C -5.865 4.131 -2.398 0.0 0.1 0.0 -0.6391
C -4.998 5.073 -1.862 -0.1 0.1 0.0 -0.9363
C -3.879 4.660 -1.165 -0.1 0.0 -0.1 0.4908
C -3.576 3.312 -1.001 -0.3 -0.3 -0.1 0.5464
P -2.045 2.843 -0.072 0.2 0.6 0.2 1.7583
C -2.435 3.717 1.483 0.0 -0.1 0.1 0.4174
C -1.402 4.005 2.371 -0.1 0.0 0.0 0.0986
C -1.680 4.529 3.620 0.0 0.1 0.1 -0.8674
C -2.990 4.742 4.014 -0.1 0.1 0.1 -0.9321
C -4.025 4.428 3.150 -0.1 0.1 0.1 -0.6250
C -3.749 3.918 1.896 0.0 0.1 -0.1 -0.7677
C -1.012 4.065 -0.975 0.1 0.0 0.0 0.3617
C -0.343 5.170 -0.466 0.0 -0.1 0.0 -0.5903
C 0.433 5.958 -1.300 0.1 0.2 -0.1 -0.8126
C 0.539 5.669 -2.650 0.0 0.1 0.0 -0.6153
C -0.140 4.576 -3.169 0.1 0.1 -0.2 0.0125
C -0.897 3.780 -2.336 0.1 0.0 0.0 -0.6736
H -2.188 -1.241 -0.909 -0.1 0.0 0.1 -0.0715
H -4.974 0.290 -1.914 0.1 0.0 0.0 0.0817
H -6.253 2.052 -2.674 0.0 -0.1 0.0 0.4309
H -6.751 4.452 -2.929 0.0 0.0 -0.1 0.3782
H -5.198 6.127 -1.991 0.0 0.1 0.0 0.4315
H -3.222 5.396 -0.727 0.1 0.1 0.0 0.4078
H -0.383 3.803 2.085 0.1 0.0 -0.1 -0.0472
H -0.873 4.769 4.296 0.1 0.0 0.0 0.5037
H -3.203 5.142 4.996 0.0 0.0 0.1 0.3548
H -5.053 4.575 3.459 0.0 0.0 0.0 0.3710
H -4.567 3.668 1.234 0.0 0.0 0.0 0.3424
H -0.424 5.436 0.577 0.0 0.0 0.1 0.3878
H 0.964 6.812 -0.897 0.0 0.0 0.1 0.4066
H 1.148 6.294 -3.292 0.0 0.0 0.0 0.3440
H -0.073 4.347 -4.225 0.0 -0.1 0.0 0.3857
H -1.413 2.915 -2.725 0.0 -0.1 -0.1 -0.1100
O 0.561 1.256 3.299 0.2 0.1 0.4 -0.0744
C 1.251 2.018 2.616 -0.1 -0.1 0.5 -0.1551
O 1.199 2.165 1.373 1.0 1.4 -0.2 -0.1067
C 2.259 2.889 3.356 0.0 0.1 0.0 -0.5716
C 1.885 3.532 4.533 -0.1 -0.1 0.0 -0.2063
C 2.753 4.375 5.190 0.4 0.4 0.2 -0.7918
C 4.043 4.579 4.684 -1.4 -1.4 -1.0 -0.1991
C 4.437 3.903 3.523 0.3 0.3 0.3 -0.7227
C 3.549 3.079 2.869 -0.1 0.0 0.0 0.1109
N 4.930 5.462 5.319 1.9 1.9 1.4 0.9601
O 4.560 6.062 6.349 0.4 -0.8 -1.3 -0.6367
O 6.067 5.630 4.832 -1.5 -0.3 0.6 -0.6277
H 0.889 3.363 4.916 0.0 -0.1 0.0 0.8157
H 2.458 4.897 6.089 0.0 0.0 0.0 0.4962
H 5.436 4.052 3.143 0.1 0.0 0.0 0.5100
H 3.845 2.572 1.963 0.0 0.0 -0.1 0.3626
O 0.629 1.291 -2.498 -0.5 -0.1 0.3 0.4868
C 1.815 1.533 -2.562 0.3 -0.1 -0.1 -0.9961
C 2.695 1.729 -1.362 -0.2 0.1 0.2 -0.2753
C 3.043 3.197 -1.122 0.2 -0.1 0.0 1.4464
C 4.164 3.727 -2.010 -0.3 0.2 -0.1 -1.1525
C 3.846 3.646 -3.502 0.3 -0.1 0.0 -0.4877
C 3.743 2.199 -4.004 0.1 0.3 0.1 -0.9435
N 2.440 1.632 -3.765 -0.1 -0.2 -0.7 0.1750
H 3.595 1.129 -1.491 0.1 0.0 0.0 1.0795
H 2.139 1.376 -0.498 0.1 -0.1 0.0 -0.4332
H 3.341 3.309 -0.080 -0.1 0.0 0.1 -0.3638
H 2.142 3.797 -1.250 0.0 0.1 0.0 -0.8980
H 5.083 3.169 -1.810 0.1 0.0 0.0 0.4242
H 4.351 4.769 -1.742 0.1 0.0 0.0 0.4014
H 4.626 4.168 -4.063 0.0 0.0 0.0 0.4713
H 2.894 4.145 -3.694 0.0 0.1 -0.1 -0.0086
H 4.521 1.593 -3.525 0.0 0.0 -0.1 0.2462
H 3.913 2.167 -5.084 0.0 -0.1 0.1 0.4865
H 1.852 1.489 -4.572 0.0 0.0 0.2 0.2976
```
Forces are in eV/Å.

Output
Kohn-Sham gap   3.87 eV
Highest occupied orbital energy   -1.1 eV
Max |F|   3.03 eV/Å
Electronic energy   -4719.36271 Ha
Net charge   -2